A structure of composition C24H27Cl2N3O2P2Tm in a non-equilibrium geometry. Source: OMol25; level of theory: wB97M-V/def2-TZVPD.

Atoms and positions in Å:
Tm (7.6468, 8.6371, 12.0095)
Cl (4.6999, 9.7151, 16.1559)
C (6.4127, 10.0416, 16.0232)
C (7.0972, 10.5038, 17.1498)
C (8.4212, 10.8937, 17.1353)
Cl (9.3234, 11.4211, 18.4571)
C (9.1645, 10.7208, 15.9334)
C (10.4650, 11.1507, 15.7638)
C (11.0608, 10.9718, 14.5352)
C (10.3602, 10.4180, 13.4801)
N (9.1252, 9.9587, 13.6553)
C (8.4883, 10.1796, 14.8306)
C (7.1302, 9.6953, 14.8766)
O (6.6594, 9.2141, 13.7606)
H (6.6293, 10.6292, 18.0710)
H (11.0795, 11.7737, 16.4510)
H (12.0773, 11.3141, 14.4840)
H (10.8377, 10.3038, 12.5239)
C (10.7901, 6.6265, 13.9624)
P (9.3955, 6.5100, 12.8021)
C (10.3095, 5.7031, 11.4576)
C (8.3686, 5.0326, 13.3162)
C (7.3333, 4.5320, 12.2995)
P (6.2937, 5.9494, 11.7985)
C (5.4002, 5.3674, 10.2739)
C (5.0311, 6.0041, 13.1626)
H (11.3036, 5.7102, 14.0360)
H (10.5575, 6.9163, 14.9926)
H (11.4985, 7.2627, 13.4024)
H (10.7405, 4.7445, 11.8071)
H (11.1210, 6.4135, 11.0889)
H (9.6749, 5.5937, 10.5833)
H (7.9182, 5.3077, 14.2566)
H (9.1715, 4.2661, 13.4123)
H (6.7801, 3.6959, 12.7384)
H (7.8033, 4.0082, 11.4682)
H (4.8296, 4.4059, 10.4116)
H (6.0742, 5.3427, 9.4512)
H (4.7134, 6.1623, 10.0120)
H (4.5415, 5.1103, 13.4739)
H (4.3186, 6.8416, 12.9603)
H (5.5610, 6.3788, 14.0443)
O (8.7688, 8.7034, 10.2408)
C (8.7261, 8.2765, 8.9786)
C (9.8471, 7.7904, 8.2650)
C (9.6652, 7.4599, 6.9457)
C (8.4494, 7.4783, 6.2237)
C (7.3252, 7.8090, 6.9857)
C (7.5018, 8.2983, 8.2833)
C (6.2591, 8.8868, 8.9353)
N (6.0560, 9.0951, 10.2301)
C (4.8522, 9.6553, 10.2945)
C (4.2676, 9.8280, 9.1040)
N (5.2204, 9.3698, 8.2227)
H (10.7164, 7.5631, 8.8183)
H (10.5946, 7.1259, 6.4359)
H (8.3690, 7.2665, 5.1394)
H (6.3091, 7.6733, 6.5587)
H (4.3846, 9.9698, 11.2738)
H (3.4711, 10.3776, 8.7758)
H (5.1604, 9.4291, 7.2121)

Its molar mass is 691.287 g mol⁻¹. Its spin multiplicity is 3. The charge is +1. The value obtained for the energy is -107042.9121 eV. The HOMO-LUMO gap (spin up / spin down) comes out at 7.5 / 7.5 eV.

Charges computed using natural (NBO), reported in e: Tm 1.969; Cl 0.026; C -0.107; C -0.211; C -0.060; Cl 0.061; C -0.116; C -0.098; C -0.263; C 0.069; N -0.528; C 0.115; C 0.374; O -0.886; H 0.242; H 0.252; H 0.233; H 0.211; C -0.929; P 0.788; C -0.944; C -0.686; C -0.731; P 0.789; C -0.916; C -0.926; H 0.238; H 0.257; H 0.249; H 0.240; H 0.252; H 0.249; H 0.236; H 0.237; H 0.252; H 0.250; H 0.249; H 0.246; H 0.243; H 0.243; H 0.255; H 0.247; O -0.898; C 0.377; C -0.276; C -0.170; C -0.254; C -0.168; C -0.203; C 0.418; N -0.620; C -0.072; C -0.087; N -0.497; H 0.218; H 0.222; H 0.237; H 0.208; H 0.227; H 0.230; H 0.438